Density functional theory data (ωB97M-V with the def2-TZVPD basis set) for a cluster of 13 separate species, C39H78O39 in total in a non-equilibrium geometry.

XYZ file:
```
156
Properties=species:S:1:pos:R:3:forces:R:3:mulliken_charge:R:1
C 4.22881 -6.91235 -3.13234 -0.59 0.25 -0.59 -0.634
O 3.69288 -7.01336 -1.80708 -0.98 0.01 0.95 -0.299
C 2.49476 -7.67503 -1.57537 0.77 -1.40 -3.60 0.783
O 1.87151 -8.26192 -2.45184 0.54 1.05 0.94 -0.573
O 2.22643 -7.70294 -0.32026 1.16 1.48 2.74 -0.301
C 1.09460 -8.36224 0.24714 -0.05 -0.84 -1.43 -0.593
H 4.51548 -7.88782 -3.52525 -0.09 0.08 0.06 0.275
H 5.06300 -6.21188 -3.17189 0.34 -0.40 0.96 0.253
H 3.56716 -6.39217 -3.82497 -0.69 -0.54 0.07 0.293
H 0.90499 -8.11728 1.29220 0.35 0.82 -0.36 0.212
H 1.32830 -9.42686 0.25417 -0.30 -0.12 -0.29 0.275
H 0.28859 -8.12699 -0.44792 -0.47 -0.38 0.54 0.307
C -0.14053 -2.10216 -0.86404 -0.87 1.84 -0.14 -0.628
O 0.27104 -1.19794 0.23181 1.15 -1.19 0.33 -0.312
C 0.21194 0.13617 0.16869 -1.62 0.74 -1.41 0.785
O -0.36971 0.73229 -0.73333 1.23 -0.32 1.34 -0.594
O 0.77018 0.67583 1.27556 0.27 -0.29 -0.17 -0.273
C 0.81405 2.13080 1.43925 -0.29 -0.49 -1.51 -0.602
H -0.45883 -3.05720 -0.44607 0.10 0.41 0.29 0.219
H 0.56855 -2.27263 -1.67412 0.78 0.24 0.62 0.285
H -0.94695 -1.57418 -1.37298 -0.39 -0.34 0.14 0.318
H 1.18080 2.57378 0.51331 -0.16 -0.05 -0.15 0.271
H 1.54593 2.42143 2.19290 -0.42 -0.64 0.31 0.250
H -0.20398 2.48631 1.59842 0.22 0.09 0.33 0.280
C -4.23492 -9.86822 -10.00655 -1.31 0.19 0.18 -0.621
O -3.32812 -8.82552 -9.68946 0.68 0.56 0.44 -0.283
C -3.55170 -8.07980 -8.59129 -1.19 0.87 1.68 0.766
O -4.53577 -8.14884 -7.83000 2.89 0.17 -2.08 -0.585
O -2.48764 -7.20036 -8.50892 -0.60 -0.24 0.65 -0.300
C -2.31961 -6.20706 -7.42234 -0.63 -0.69 0.14 -0.590
H -4.55130 -10.36551 -9.08964 0.13 -0.26 -0.18 0.299
H -3.84635 -10.54144 -10.77068 0.69 0.14 0.47 0.232
H -5.12576 -9.44728 -10.47271 -0.16 0.21 0.17 0.283
H -1.88333 -6.59336 -6.50118 0.00 -0.87 -0.25 0.280
H -3.26723 -5.77737 -7.09756 -0.08 0.06 -0.53 0.277
H -1.59836 -5.45068 -7.73184 -0.40 -0.15 -0.67 0.241
C 7.85094 5.01241 6.44731 -0.79 -0.26 0.06 -0.596
O 7.99852 5.31922 7.84568 0.89 0.19 0.93 -0.300
C 8.32224 4.38359 8.75303 1.54 -2.09 -0.39 0.761
O 8.22217 3.16311 8.56653 0.09 2.91 1.00 -0.573
O 8.96480 5.00667 9.82441 -1.76 0.39 -1.57 -0.289
C 9.39117 4.24926 10.94413 0.40 -1.64 -0.60 -0.597
H 8.30445 5.80120 5.84711 -0.02 0.22 0.46 0.240
H 6.77196 5.00740 6.29274 0.11 -0.14 -0.41 0.244
H 8.28372 4.07398 6.10069 -0.02 -0.15 0.64 0.320
H 8.65942 3.48892 11.21713 -0.17 0.22 0.14 0.286
H 9.68676 4.85277 11.80233 -0.45 0.46 -0.44 0.231
H 10.27208 3.69637 10.61790 0.17 -0.11 0.18 0.275
C 5.80362 -1.19862 -7.51725 0.31 -1.69 0.47 -0.682
O 4.65682 -0.42099 -7.75287 1.39 1.35 -0.42 -0.318
C 3.47060 -0.77909 -7.34528 -0.01 -3.78 0.34 0.875
O 3.16796 -1.90745 -6.97003 0.19 1.35 0.02 -0.605
O 2.66956 0.20826 -7.53202 -0.62 2.46 0.08 -0.297
C 1.31426 0.01206 -7.24427 -1.57 -0.60 -0.15 -0.635
H 6.48777 -0.72985 -6.80995 -0.09 0.48 -0.34 0.260
H 6.29045 -1.48087 -8.45076 0.01 0.63 -0.10 0.260
H 5.56793 -2.16447 -7.07038 -0.47 0.04 0.11 0.331
H 0.71528 0.91880 -7.32888 0.76 0.39 -0.22 0.234
H 1.12125 -0.35395 -6.23586 0.35 -0.34 -0.11 0.286
H 0.93054 -0.66604 -8.00652 -0.24 -0.29 0.34 0.290
C 4.44774 -3.25970 4.65455 -0.41 1.33 -0.71 -0.621
O 5.76584 -3.28222 5.17231 1.76 -0.28 0.21 -0.302
C 6.66856 -2.24237 5.01569 -4.63 3.49 -0.36 0.825
O 6.28309 -1.08377 4.69806 1.69 -3.46 0.46 -0.623
O 7.82187 -2.63302 5.42196 2.43 -0.56 0.95 -0.301
C 9.02944 -1.77026 5.40403 -1.12 0.44 -1.42 -0.625
H 3.92750 -2.34215 4.92943 0.14 0.14 0.06 0.291
H 3.82519 -4.08260 5.00579 0.75 -0.23 0.34 0.239
H 4.46466 -3.29618 3.56529 0.09 -0.05 -0.05 0.277
H 8.72524 -0.77785 5.07130 -0.08 -0.06 -0.02 0.326
H 9.66422 -2.21026 4.63491 0.06 0.00 0.24 0.255
H 9.57679 -1.63829 6.33736 -0.68 -0.76 0.28 0.259
C 3.12208 8.05975 0.07346 -1.08 0.77 0.62 -0.611
O 2.74345 7.43135 -1.15194 1.98 -0.44 0.08 -0.318
C 1.53713 7.67013 -1.63885 -0.06 0.11 0.08 0.776
O 0.72353 8.44170 -1.23514 -0.15 0.54 0.63 -0.552
O 1.28337 6.91882 -2.68760 0.02 -0.91 -1.61 -0.327
C 2.22265 5.98011 -3.22786 0.71 -0.89 0.49 -0.596
H 2.44526 7.63355 0.81398 0.07 0.53 0.32 0.280
H 3.02639 9.14138 -0.02155 -0.56 -0.02 0.09 0.293
H 4.14110 7.95094 0.44475 0.15 -0.99 -0.98 0.231
H 2.64853 5.33268 -2.46134 -0.34 0.02 0.34 0.266
H 3.12015 6.37654 -3.70266 -0.36 0.81 -0.13 0.286
H 1.72585 5.31980 -3.93869 -0.37 0.46 0.08 0.270
C -6.91646 -1.72246 -1.00683 -0.35 1.28 -0.47 -0.604
O -7.75922 -2.35850 -1.99771 1.07 0.51 -0.09 -0.274
C -7.32578 -2.37494 -3.27857 1.53 -1.92 -0.75 0.744
O -6.32495 -1.90094 -3.80762 -2.22 -0.20 1.41 -0.566
O -8.12842 -3.32704 -3.83488 0.03 0.69 -0.45 -0.303
C -7.97717 -3.82178 -5.16555 -0.10 -0.01 -0.95 -0.679
H -7.42041 -1.80553 -0.04389 0.02 -0.34 -0.25 0.241
H -6.88006 -0.66235 -1.25767 0.06 0.11 0.10 0.278
H -5.87693 -2.04547 -0.95081 -0.25 -0.62 -0.30 0.297
H -8.58585 -3.33244 -5.92593 -0.61 0.53 0.55 0.290
H -8.33125 -4.85251 -5.14775 0.28 0.03 0.21 0.262
H -7.00907 -3.75346 -5.66176 0.55 -0.08 0.99 0.313
C -10.91498 3.54215 2.88869 -2.16 0.91 -0.77 -0.643
O -9.72819 2.99361 3.29868 2.39 -0.72 0.95 -0.284
C -8.72242 3.81117 3.62559 1.75 0.74 1.21 0.788
O -8.70517 5.02792 3.61115 -0.39 -1.61 -0.30 -0.556
O -7.64508 3.05012 4.09376 -4.17 -0.14 -2.17 -0.300
C -6.47809 3.67012 4.47752 0.81 0.27 1.14 -0.634
H -11.71547 2.81600 3.03012 0.29 -0.27 0.09 0.243
H -10.89730 3.77278 1.82351 0.13 0.21 -0.02 0.262
H -11.21994 4.42432 3.45161 0.36 0.14 0.00 0.315
H -5.72639 2.94741 4.16012 0.48 0.58 0.12 0.215
H -6.53905 3.70580 5.56523 0.57 0.12 0.18 0.261
H -6.33542 4.69499 4.13489 -0.06 -0.23 -0.44 0.333
C 8.19990 5.09882 -1.44893 -0.44 -0.99 0.46 -0.528
O 7.74619 3.79820 -1.95031 0.36 0.36 -1.13 -0.331
C 6.67855 3.25002 -1.40460 -1.39 -0.09 2.84 0.843
O 6.08279 3.70420 -0.41628 1.00 -0.83 -2.11 -0.607
O 6.38083 2.06579 -1.99944 2.03 1.03 -0.12 -0.301
C 5.53346 1.14514 -1.34545 -1.45 0.04 -0.06 -0.644
H 8.97839 5.49842 -2.09883 -0.30 -0.42 -0.27 0.212
H 8.64456 4.87620 -0.47897 -0.18 0.44 0.11 0.282
H 7.35106 5.77894 -1.37818 0.16 -0.07 0.13 0.240
H 4.59305 1.30788 -1.87198 -0.55 -0.21 0.75 0.261
H 5.47795 1.26886 -0.26392 -0.13 0.46 -0.18 0.321
H 5.76840 0.09472 -1.51730 0.85 0.28 -0.41 0.256
C 1.23444 7.55172 7.52765 -0.14 -1.15 0.09 -0.607
O 1.93533 6.30694 8.00281 1.02 2.20 0.20 -0.321
C 1.47645 5.13191 7.66003 -2.79 -1.13 -1.55 0.821
O 0.39960 4.97387 7.08897 1.34 -0.20 0.59 -0.593
O 2.31002 4.14212 7.99869 1.89 3.16 2.05 -0.298
C 2.11818 2.81944 7.71793 -3.06 -1.05 -2.08 -0.710
H 1.86223 8.44210 7.56240 0.74 -0.68 0.38 0.249
H 0.39053 7.76008 8.18531 -0.09 -0.39 -0.20 0.275
H 0.93272 7.43699 6.48654 -0.21 -0.32 0.24 0.296
H 1.03766 2.69045 7.65506 -0.36 -0.32 0.00 0.314
H 2.41032 2.05270 8.43547 0.98 0.78 0.05 0.273
H 2.40322 2.71156 6.67141 0.68 -0.90 0.21 0.299
C -4.62263 -5.27890 2.67420 -0.65 0.32 0.89 -0.669
O -4.77981 -5.60592 1.30839 -0.37 -1.21 -0.29 -0.254
C -5.67963 -6.57626 0.97359 -0.60 0.80 0.05 0.757
O -6.54315 -7.07371 1.65468 0.78 0.24 0.44 -0.557
O -5.53461 -6.79599 -0.31549 0.49 -0.13 -0.84 -0.299
C -6.44087 -7.73997 -0.95936 0.49 0.77 1.18 -0.613
H -3.68175 -4.73555 2.76156 -0.13 -0.17 0.00 0.226
H -4.68163 -6.11411 3.37207 0.44 -0.46 -0.43 0.307
H -5.44788 -4.66175 3.02942 -0.01 0.41 -0.30 0.299
H -6.17758 -8.73353 -0.59659 -0.04 -0.08 -0.43 0.292
H -6.25703 -7.55380 -2.01749 -0.31 -0.38 0.18 0.194
H -7.44336 -7.50299 -0.60305 -0.09 -0.09 -0.45 0.317
C -5.23885 4.94629 -1.48023 1.90 0.24 0.16 -0.682
O -6.46183 4.27187 -1.53327 -0.41 -0.44 -0.10 -0.236
C -7.19703 4.24450 -2.63806 -1.49 1.05 -0.63 0.706
O -6.99715 4.80708 -3.70046 -0.02 -1.21 1.52 -0.551
O -8.35742 3.59343 -2.26205 1.56 0.45 -0.32 -0.257
C -9.34065 3.35306 -3.24196 -1.21 0.45 -0.06 -0.691
H -5.26369 6.03574 -1.50430 -0.68 -0.02 -0.02 0.296
H -4.49793 4.65378 -2.22426 -0.47 -0.25 -0.52 0.313
H -4.76368 4.63582 -0.54968 -0.34 0.13 0.18 0.249
H -9.56761 4.21041 -3.87563 0.92 -0.03 -0.47 0.325
H -10.29543 3.30594 -2.71825 0.15 -0.62 0.42 0.251
H -9.16438 2.42151 -3.77980 0.09 0.24 -0.14 0.274
```
Positions in Å, forces in eV/Å.

Properties
Total charge ... 0
Electronic energy ... -4467.008125 a.u.
LUMO ... 0.0 eV
2S+1 ... 1
Energy relative to the best compared isomer or geometry (same formula, charge and spin) ... 7.388 eV